(1)
Here is C29H20N3O2PdS as an isolated structure from the OMol25 dataset. Energies are from ωB97M-V/def2-TZVPD.

Cartesian coordinates (Å):
Pd1 -0.17 1.04 0.78
S1 0.01 2.62 4.90
C1 -1.62 2.16 4.61
C2 -1.80 1.64 3.36
C3 -0.60 1.60 2.60
C4 0.46 2.12 3.31
C5 1.75 2.20 2.68
C6 2.96 2.48 3.32
C7 4.13 2.45 2.60
C8 4.09 2.13 1.25
C9 2.86 1.87 0.67
N1 1.72 1.92 1.35
H1 -2.36 2.30 5.38
H2 -2.75 1.29 2.99
H3 2.96 2.70 4.38
H4 5.08 2.66 3.08
H5 4.98 2.08 0.64
H6 2.77 1.62 -0.38
O1 -3.54 0.43 0.47
C10 -2.82 -0.53 0.66
N2 -1.47 -0.52 0.93
C11 -0.98 -1.80 1.06
O2 0.16 -2.12 1.31
C12 -2.14 -2.74 0.87
C13 -2.19 -4.12 0.88
C14 -3.43 -4.72 0.64
C15 -4.56 -3.94 0.40
C16 -4.49 -2.55 0.40
C17 -3.26 -1.98 0.64
H7 -1.29 -4.71 1.05
H8 -3.51 -5.80 0.62
H9 -5.51 -4.43 0.22
H10 -5.36 -1.94 0.22
C18 2.18 3.48 -3.73
C19 2.10 2.16 -4.13
C20 1.50 1.19 -3.35
C21 0.93 1.50 -2.08
C22 0.99 2.87 -1.71
C23 1.60 3.82 -2.51
N3 0.32 0.62 -1.27
C24 0.25 -0.73 -1.69
C25 -0.98 -1.31 -1.98
C26 -1.08 -2.65 -2.32
C27 0.06 -3.44 -2.39
C28 1.30 -2.87 -2.11
C29 1.39 -1.53 -1.76
H11 2.65 4.23 -4.35
H12 2.51 1.86 -5.09
H13 1.45 0.17 -3.71
H14 0.52 3.17 -0.78
H15 1.61 4.85 -2.17
H16 -1.86 -0.68 -1.92
H17 -2.05 -3.08 -2.52
H18 -0.01 -4.49 -2.64
H19 2.20 -3.48 -2.14
H20 2.35 -1.09 -1.52

Computed properties:
- Lowest unoccupied orbital energy: 2.517 eV
- Energy relative to the best compared isomer or geometry (same formula, charge and spin): 51.9 kJ/mol
- Multiplicity: 1
- Kohn-Sham gap: 0.2312 Ha
- HOMO energy: -0.1387 Eh
- Charge: -1

=====

(2)
Here is a 13-piece molecular cluster, C49H126N6O17 overall in a non-equilibrium geometry from the OMol25 dataset. Energies are from ωB97M-V/def2-TZVPD.

Cartesian coordinates (Å):
C1 -4.68 4.58 7.48
O1 -3.87 5.17 6.53
C2 -4.42 5.17 5.25
C3 -4.46 3.81 4.59
N1 -3.18 3.12 4.51
C4 -2.27 3.69 3.47
C5 -1.10 2.81 3.14
O2 -0.07 2.91 4.08
C6 1.12 2.34 3.65
H1 -5.13 3.62 7.17
H2 -5.57 5.21 7.67
H3 -4.11 4.45 8.38
H4 -3.88 5.88 4.62
H5 -5.45 5.58 5.30
H6 -4.92 3.81 3.61
H7 -5.15 3.19 5.19
H8 -2.68 3.31 5.39
H9 -1.89 4.66 3.83
H10 -2.89 3.89 2.59
H11 -0.81 3.10 2.11
H12 -1.43 1.77 3.00
H13 1.67 2.97 2.96
H14 0.98 1.35 3.21
H15 1.78 2.18 4.51
C7 2.67 10.13 1.68
O3 2.51 8.81 2.09
C8 1.18 8.40 1.88
C9 1.14 6.91 2.08
N2 1.22 6.19 0.82
C10 1.53 4.79 1.01
C11 1.53 4.00 -0.27
O4 2.48 4.52 -1.16
C12 2.43 3.83 -2.36
H16 2.00 10.77 2.26
H17 2.35 10.23 0.63
H18 3.70 10.44 1.75
H19 0.81 8.73 0.90
H20 0.51 8.90 2.59
H21 0.24 6.63 2.65
H22 1.95 6.66 2.79
H23 1.86 6.66 0.19
H24 0.74 4.37 1.64
H25 2.47 4.67 1.57
H26 0.51 3.97 -0.68
H27 1.82 2.97 -0.01
H28 2.62 2.75 -2.25
H29 3.20 4.22 -3.03
H30 1.47 3.96 -2.88
C13 -2.06 -3.38 -6.30
O5 -0.73 -3.25 -6.68
C14 -0.30 -1.92 -6.66
C15 1.12 -1.93 -7.19
N3 1.98 -2.82 -6.45
C16 2.35 -2.35 -5.10
C17 3.08 -3.45 -4.38
O6 2.36 -4.65 -4.33
C18 1.26 -4.61 -3.45
H31 -2.44 -4.37 -6.52
H32 -2.67 -2.62 -6.81
H33 -2.23 -3.23 -5.23
H34 -0.41 -1.43 -5.69
H35 -0.97 -1.37 -7.35
H36 1.55 -0.93 -7.13
H37 1.06 -2.23 -8.24
H38 1.53 -3.73 -6.36
H39 1.43 -2.12 -4.55
H40 3.03 -1.50 -5.18
H41 3.39 -3.10 -3.38
H42 4.02 -3.67 -4.89
H43 1.64 -4.57 -2.42
H44 0.69 -5.53 -3.58
H45 0.59 -3.76 -3.63
C19 -1.80 4.93 -2.25
O7 -1.18 4.23 -3.28
C20 -1.50 4.78 -4.53
C21 -0.84 3.94 -5.61
N4 -1.39 2.60 -5.69
C22 -2.71 2.55 -6.30
C23 -3.18 1.12 -6.42
O8 -3.43 0.51 -5.15
C24 -4.59 1.04 -4.55
H46 -2.88 4.75 -2.24
H47 -1.67 6.01 -2.34
H48 -1.36 4.59 -1.32
H49 -1.26 5.86 -4.61
H50 -2.60 4.80 -4.67
H51 0.23 3.95 -5.37
H52 -0.87 4.50 -6.55
H53 -1.51 2.30 -4.72
H54 -2.66 2.99 -7.30
H55 -3.46 3.07 -5.70
H56 -2.42 0.49 -6.88
H57 -4.12 1.12 -6.98
H58 -4.39 2.00 -4.03
H59 -4.89 0.36 -3.75
H60 -5.44 1.24 -5.21
C25 1.75 -1.91 0.62
C26 0.37 -1.68 0.04
C27 -0.47 -0.98 1.15
C28 -1.74 -0.37 0.58
C29 -1.45 0.60 -0.54
C30 -0.65 -0.02 -1.68
N5 0.42 -0.83 -1.12
O9 1.32 -1.33 -2.07
C31 -1.58 -0.81 -2.61
C32 -0.01 1.11 -2.47
C33 -0.33 -3.01 -0.31
H61 2.41 -2.34 -0.14
H62 1.76 -2.57 1.48
H63 2.19 -0.94 0.90
H64 -0.68 -1.79 1.84
H65 0.12 -0.24 1.70
H66 -2.23 0.15 1.42
H67 -2.37 -1.18 0.21
H68 -0.98 1.53 -0.18
H69 -2.41 0.95 -0.93
H70 -2.34 -1.42 -2.10
H71 -2.19 -0.11 -3.18
H72 -1.02 -1.46 -3.29
H73 0.74 1.65 -1.88
H74 0.47 0.75 -3.39
H75 -0.72 1.89 -2.75
H76 -1.29 -2.84 -0.79
H77 -0.59 -3.55 0.61
H78 0.35 -3.67 -0.85
H79 2.10 -0.75 -2.01
C34 0.91 -4.15 4.25
C35 1.76 -3.27 5.16
C36 1.25 -3.35 6.59
C37 1.76 -4.53 7.43
C38 3.27 -4.62 7.37
C39 3.77 -4.65 5.94
N6 3.19 -3.59 5.13
O10 3.78 -3.49 3.84
C40 5.29 -4.40 6.01
C41 3.60 -6.06 5.34
C42 1.65 -1.82 4.73
H80 1.28 -4.22 3.22
H81 -0.09 -3.72 4.14
H82 0.77 -5.19 4.56
H83 1.45 -2.40 7.10
H84 0.15 -3.30 6.62
H85 1.24 -5.42 7.07
H86 1.37 -4.31 8.43
H87 3.57 -5.53 7.89
H88 3.73 -3.81 7.94
H89 5.50 -3.43 6.48
H90 5.76 -5.16 6.64
H91 5.73 -4.36 5.02
H92 4.08 -6.17 4.36
H93 4.02 -6.82 6.01
H94 2.56 -6.33 5.13
H95 2.01 -1.71 3.71
H96 2.27 -1.19 5.37
H97 0.64 -1.39 4.76
H98 3.43 -4.23 3.29
C43 3.81 -5.18 0.61
O11 2.98 -5.41 1.73
H99 4.02 -4.12 0.59
H100 4.77 -5.70 0.71
H101 3.38 -5.54 -0.33
H102 2.78 -6.36 1.78
C44 -2.80 -0.43 4.72
O12 -3.89 0.40 4.91
H103 -2.81 -0.90 3.72
H104 -1.82 0.08 4.77
H105 -2.74 -1.25 5.44
H106 -3.67 1.31 4.55
C45 -3.95 -4.55 -3.25
O13 -4.35 -5.18 -4.46
H107 -4.24 -5.13 -2.35
H108 -2.87 -4.39 -3.24
H109 -4.45 -3.58 -3.07
H110 -5.31 -5.23 -4.45
C46 2.20 1.80 -5.44
O14 3.54 1.45 -4.97
H111 2.32 2.14 -6.47
H112 1.57 0.92 -5.32
H113 1.90 2.63 -4.81
H114 4.05 1.01 -5.65
C47 4.46 0.52 -1.47
O15 3.79 -0.17 -2.54
H115 4.56 1.59 -1.64
H116 3.91 0.30 -0.55
H117 5.46 0.10 -1.32
H118 3.87 0.41 -3.32
C48 0.33 -6.50 0.07
O16 1.15 -7.54 0.65
H119 0.97 -5.63 0.05
H120 -0.09 -6.74 -0.91
H121 -0.50 -6.30 0.75
H122 0.65 -8.36 0.56
C49 -5.24 -1.13 0.51
O17 -6.59 -0.90 0.99
H123 -5.30 -1.61 -0.48
H124 -4.64 -0.22 0.36
H125 -4.74 -1.75 1.25
H126 -7.02 -0.34 0.33

Computed properties:
- Lowest unoccupied orbital energy: 0.183 eV
- Multiplicity: 1
- Kohn-Sham gap: 0.2882 Ha
- HOMO energy: -0.2815 Eh

=====

(3)
Here is C20H29O10Re as an isolated structure in a non-equilibrium geometry from the OMol25 dataset. Energies are from ωB97M-V/def2-TZVPD.

Cartesian coordinates (Å):
Re1 -0.27 0.08 0.56
C1 1.60 -2.90 0.04
C2 1.70 -2.39 1.48
O1 1.68 -0.96 1.52
C3 2.87 -0.30 1.06
C4 2.58 1.20 1.03
O2 1.45 1.36 0.15
C5 1.01 2.70 -0.14
C6 -0.40 3.01 0.40
O3 -1.28 1.92 0.10
C7 -2.59 1.98 0.68
C8 -3.32 0.65 0.39
O4 -2.41 -0.46 0.20
C9 -2.51 -1.12 -1.06
C10 -1.83 -0.29 -2.15
O5 -0.48 0.03 -1.78
C11 0.54 -0.69 -2.46
C12 0.59 -2.15 -2.02
O6 0.54 -2.20 -0.59
H1 1.38 -3.98 0.06
H2 2.54 -2.74 -0.50
H3 2.61 -2.77 1.96
H4 0.82 -2.69 2.05
H5 3.15 -0.65 0.06
H6 3.68 -0.51 1.76
H7 3.44 1.75 0.62
H8 2.32 1.56 2.03
H9 1.02 2.78 -1.24
H10 1.71 3.43 0.27
H11 -0.78 3.91 -0.08
H12 -0.35 3.16 1.48
H13 -3.15 2.82 0.24
H14 -2.51 2.14 1.76
H15 -3.97 0.74 -0.49
H16 -3.94 0.39 1.25
H17 -3.56 -1.32 -1.31
H18 -2.00 -2.08 -0.91
H19 -2.36 0.67 -2.26
H20 -1.86 -0.81 -3.11
H21 1.47 -0.17 -2.19
H22 0.40 -0.62 -3.55
H23 1.50 -2.61 -2.40
H24 -0.26 -2.71 -2.41
O7 0.29 1.63 2.82
C13 -0.51 0.82 3.30
O8 -0.95 -0.13 2.57
C14 -1.06 1.02 4.68
C15 -2.16 0.27 5.14
C16 -2.75 0.52 6.36
C17 -2.20 1.54 7.13
O9 -2.56 2.01 8.31
C18 -1.68 3.05 8.65
O10 -0.77 3.19 7.60
C19 -1.07 2.29 6.67
C20 -0.49 2.04 5.44
H25 -2.54 -0.52 4.51
H26 -3.59 -0.05 6.72
H27 -1.15 2.82 9.59
H28 -2.23 3.99 8.81
H29 0.36 2.60 5.10

Computed properties:
- Lowest unoccupied orbital energy (spin up / spin down): -12.610 / -12.430 eV
- Multiplicity: 2
- Kohn-Sham gap (spin up / spin down): 0.1034 / 0.1041 Ha
- HOMO energy (spin up / spin down): -0.5669 / -0.5609 Eh
- Charge: +3

=====

(4)
Here is C25H26OPRhS3 as an isolated structure in a non-equilibrium geometry from the OMol25 dataset. Energies are from ωB97M-V/def2-TZVPD.

Cartesian coordinates (Å):
Rh1 0.79 0.42 0.61
C1 2.86 3.02 1.49
C2 3.65 1.75 1.57
S1 2.59 0.26 1.95
C3 1.90 0.36 3.63
C4 0.40 0.10 3.86
S2 -0.76 0.59 2.55
C5 -0.95 2.35 2.90
C6 0.25 3.22 2.59
S3 1.08 2.67 1.07
H1 2.91 3.61 2.40
H2 3.18 3.67 0.64
H3 4.10 1.49 0.57
H4 4.43 1.67 2.35
H5 2.53 -0.40 4.12
H6 2.21 1.32 4.07
H7 0.21 -0.96 3.98
H8 0.12 0.67 4.75
H9 -1.84 2.66 2.27
H10 -1.27 2.47 3.93
H11 -0.06 4.23 2.33
H12 0.96 3.34 3.42
O1 3.25 -0.85 -0.51
C7 2.21 -0.28 -0.80
C8 1.72 0.03 -2.20
C9 2.35 0.76 -3.21
C10 1.66 1.24 -4.32
C11 0.31 1.04 -4.44
C12 -0.28 0.16 -3.51
C13 0.34 -0.19 -2.31
P1 -0.48 -0.87 -0.91
C14 -2.20 -0.33 -1.10
C15 -3.29 -1.18 -0.99
C16 -4.58 -0.62 -0.92
C17 -4.80 0.73 -1.23
C18 -3.69 1.57 -1.25
C19 -2.40 1.07 -1.24
C20 -0.41 -2.65 -0.72
C21 0.34 -3.43 -1.58
C22 0.37 -4.81 -1.44
C23 -0.38 -5.47 -0.43
C24 -1.08 -4.67 0.48
C25 -1.03 -3.27 0.39
H13 3.42 0.96 -3.18
H14 2.21 1.92 -5.02
H15 -0.32 1.44 -5.22
H16 -1.32 -0.14 -3.63
H17 -3.20 -2.25 -0.95
H18 -5.43 -1.25 -0.61
H19 -5.82 1.13 -1.31
H20 -3.82 2.64 -1.24
H21 -1.53 1.74 -1.35
H22 1.00 -2.96 -2.29
H23 0.94 -5.39 -2.22
H24 -0.35 -6.56 -0.32
H25 -1.61 -5.14 1.33
H26 -1.43 -2.66 1.21

Computed properties:
- Lowest unoccupied orbital energy (spin up / spin down): -5.900 / -8.642 eV
- Energy relative to the best compared isomer or geometry (same formula, charge and spin): 0.0 kJ/mol
- Multiplicity: 5
- Kohn-Sham gap (spin up / spin down): 0.2172 / 0.2125 Ha
- HOMO energy (spin up / spin down): -0.4341 / -0.5301 Eh
- Charge: +2

=====

(5)
Here is one molecule with the formula C6H10O2 in a non-equilibrium geometry from the OMol25 dataset. Energies are from ωB97M-V/def2-TZVPD.

Cartesian coordinates (Å):
C1 0.32 0.19 -2.01
C2 -0.39 -0.96 -1.32
C3 -1.14 -0.47 0.12
C4 -0.20 -0.54 1.65
C5 0.60 0.84 1.65
C6 0.47 0.83 0.14
O1 0.77 1.36 -1.14
O2 -0.98 0.86 -0.07
H1 -0.47 0.72 -2.87
H2 1.39 -0.05 -2.55
H3 0.48 -1.59 -1.26
H4 -1.31 -1.10 -1.81
H5 -2.12 -0.93 0.18
H6 0.38 -1.34 2.16
H7 -0.85 0.03 2.50
H8 1.72 0.82 2.20
H9 0.21 1.41 2.45
H10 1.10 -0.09 -0.01

Computed properties:
- Lowest unoccupied orbital energy: 0.978 eV
- Energy relative to the best compared isomer or geometry (same formula, charge and spin): 814.7 kJ/mol
- Multiplicity: 1
- Kohn-Sham gap: 0.3708 Ha
- HOMO energy: -0.3349 Eh

=====

(6)
Here is a 2-piece molecular cluster, C11H13NO3 overall in a non-equilibrium geometry from the OMol25 dataset. Energies are from ωB97M-V/def2-TZVPD.

Cartesian coordinates (Å):
C1 4.98 0.27 0.22
C2 4.65 -0.97 0.76
C3 3.98 1.06 -0.33
C4 3.35 -1.45 0.71
C5 2.69 0.59 -0.47
C6 2.32 -0.65 0.11
C7 0.97 -1.12 0.01
C8 -3.95 0.64 0.50
C9 -3.35 0.33 -0.87
C10 -2.84 0.13 1.46
C11 -2.55 -1.66 0.01
N1 0.03 -0.55 -0.61
O1 -0.13 0.66 -1.06
O2 -3.18 -1.04 -1.05
O3 -2.54 -1.21 1.36
H1 5.89 0.69 0.42
H2 5.49 -1.24 1.40
H3 4.28 2.03 -0.68
H4 3.04 -2.32 1.27
H5 1.88 1.07 -1.18
H6 0.59 -2.06 0.34
H7 -4.09 1.68 0.53
H8 -4.86 0.16 0.81
H9 -4.04 0.63 -1.67
H10 -2.37 1.00 -0.98
H11 -1.97 0.90 1.33
H12 -3.26 0.39 2.43
H13 -2.40 -2.68 -0.19

Computed properties:
- Lowest unoccupied orbital energy (spin up / spin down): 0.445 / -0.717 eV
- Energy relative to the best compared isomer or geometry (same formula, charge and spin): 723.4 kJ/mol
- Multiplicity: 1
- Kohn-Sham gap (spin up / spin down): 0.3317 / 0.2161 Ha
- HOMO energy (spin up / spin down): -0.3153 / -0.2424 Eh

=====

(7)
Here is one molecule with the formula C3H6N4 in a non-equilibrium geometry from the OMol25 dataset. Energies are from ωB97M-V/def2-TZVPD.

Cartesian coordinates (Å):
C1 0.32 1.76 -0.29
C2 -0.28 0.58 0.28
N1 -1.32 0.58 1.15
N2 -1.75 -0.57 1.44
N3 -0.94 -1.43 0.88
C3 -0.04 -0.74 0.10
N4 0.95 -1.24 -0.76
H1 0.65 1.44 -1.20
H2 -0.47 2.58 -0.32
H3 1.32 1.94 0.26
H4 -1.14 -2.39 0.96
H5 0.72 -1.62 -1.72
H6 1.96 -0.89 -0.79

Computed properties:
- Lowest unoccupied orbital energy: 0.676 eV
- Energy relative to the best compared isomer or geometry (same formula, charge and spin): 187.8 kJ/mol
- Multiplicity: 1
- Kohn-Sham gap: 0.3490 Ha
- HOMO energy: -0.3241 Eh

=====

(8)
Here is C3H2NOS3 as an isolated structure in a non-equilibrium geometry from the OMol25 dataset. Energies are from ωB97M-V/def2-TZVPD.

Cartesian coordinates (Å):
C1 1.17 0.16 -0.12
C2 -0.64 0.72 -1.43
C3 -0.25 -0.97 0.61
N1 0.59 0.91 -0.99
O1 2.26 -0.07 0.33
S1 -1.24 1.46 -2.74
S2 -1.54 -0.53 -0.57
S3 -0.60 -0.31 2.20
H1 -0.26 -2.05 0.57
H2 0.51 0.67 2.13

Computed properties:
- Lowest unoccupied orbital energy: 3.192 eV
- Energy relative to the best compared isomer or geometry (same formula, charge and spin): 0.0 kJ/mol
- Multiplicity: 1
- Kohn-Sham gap: 0.2804 Ha
- HOMO energy: -0.1631 Eh
- Charge: -1